(1)
{"formula": "C5H8NO2", "method": "ωB97M-V/def2-TZVPD", "mol_weight_g_mol": 114.1, "smiles": "O=C([O-])[C@@H]1CCCN1", "de_lowest_kj_mol": 10.0, "total_energy_ha": -400.61088, "homo_lumo_gap_ev": 7.70, "total_charge": -1, "elements": ["O", "C", "O", "C", "C", "C", "C", "N", "H", "H", "H", "H", "H", "H", "H", "H"], "xyz": [[2.619606, 1.036929, -1.185612], [1.415102, 1.372929, -1.137425], [0.891300, 2.468134, -1.434287], [0.441890, 0.206979, -0.767537], [-0.933768, 0.631654, -0.290088], [-1.261580, -0.319240, 0.907398], [-0.076429, -1.276546, 0.987683], [0.994447, -0.537306, 0.367515], [0.373999, -0.407545, -1.679090], [-0.851299, 1.683063, -0.022187], [-1.745197, 0.513336, -1.008141], [-1.340945, 0.308537, 1.788020], [-2.199410, -0.874473, 0.836181], [-0.352004, -2.225873, 0.485288], [0.196425, -1.513927, 2.020829], [1.827864, -1.066652, 0.131453]], "atomic_forces_ev_per_a": [[-0.034, 0.004, 0.104], [-0.034, -0.208, -0.587], [-0.026, 0.045, 0.186], [0.644, 0.168, -0.170], [-0.574, -0.639, 0.380], [0.109, 0.643, 0.059], [0.107, -0.160, 0.139], [-0.033, -0.118, 0.012], [-0.059, -0.153, 0.006], [-0.281, -0.026, 0.172], [0.316, 0.233, -0.424], [0.088, -0.104, 0.437], [-0.052, 0.144, -0.261], [0.131, 0.050, -0.066], [-0.097, -0.146, 0.008], [-0.205, 0.266, 0.005]], "lowdin_charge": [-0.089, -0.712, -0.081, -0.291, -0.143, -0.184, -0.267, -0.036, 0.133, 0.098, 0.097, 0.088, 0.087, 0.097, 0.096, 0.109]}

=====

(2)
{"formula": "C5H8NO2", "method": "ωB97M-V/def2-TZVPD", "mol_weight_g_mol": 114.1, "de_lowest_kj_mol": 703.6, "total_energy_ha": -400.34672, "homo_lumo_gap_ev": 4.18, "total_charge": -1, "elements": ["O", "C", "O", "C", "C", "C", "C", "N", "H", "H", "H", "H", "H", "H", "H", "H"], "xyz": [[-0.528868, -4.720195, 0.848864], [-0.934463, -3.489640, 0.832556], [-2.105755, -2.982225, 0.569193], [0.659887, 1.302926, -0.103752], [1.377703, 2.502912, -0.605513], [0.700093, 3.588454, -0.985415], [-0.726915, 3.737975, -1.343899], [1.535602, 0.266845, 0.768609], [-0.324056, 1.514628, 0.185794], [2.414355, 2.531666, -0.359796], [0.754526, 0.304987, -0.476862], [1.305599, 4.529224, -0.921628], [-1.260475, 2.866654, -1.766184], [-1.272231, 4.651052, -1.374509], [2.411097, 0.199505, 0.248788], [-0.158879, -2.702050, 0.975814]], "atomic_forces_ev_per_a": [[-1.151, 2.875, 0.125], [-1.631, -1.219, -1.180], [2.558, -1.513, 0.753], [4.907, 4.912, 1.947], [-1.195, -5.927, 1.828], [-5.250, 5.017, -1.934], [4.266, -2.173, 0.280], [-2.761, 1.222, -1.818], [-1.304, -0.362, 0.572], [0.676, 0.082, -0.316], [0.780, -3.594, -0.998], [-0.841, -0.585, 0.024], [0.329, 0.394, 0.664], [0.206, 0.768, -0.030], [0.190, 0.225, -0.175], [0.220, -0.122, 0.261]], "lowdin_charge": [-0.212, -0.626, -0.227, -0.173, -0.134, -0.219, 0.033, 0.053, 0.094, 0.092, 0.097, 0.100, 0.047, 0.009, 0.004, 0.061]}

=====

Which formula does entry 1 have? C5H8NO2